{
  "formula": "C34H29BCl2F3IN6O4S2Y",
  "method": "ωB97M-V/def2-TZVPD",
  "e_lumo_ev": 1.65,
  "charge": -1,
  "e_above_lowest_ev": 0.000,
  "e_homo_ev": -5.264,
  "total_energy_ha": -4320.10287,
  "species": ["Y", "O", "C", "O", "C", "C", "C", "N", "C", "C", "C", "C", "C", "C", "C", "N", "C", "C", "C", "C", "C", "N", "H", "H", "H", "H", "H", "H", "H", "H", "H", "H", "F", "C", "F", "F", "C", "C", "C", "C", "N", "C", "S", "H", "H", "H", "I", "C", "H", "H", "Cl", "C", "Cl", "H", "H", "C", "N", "C", "C", "N", "C", "S", "H", "H", "H", "H", "H", "H", "H", "H", "O", "B", "O", "C", "C", "C", "C", "C", "C", "H", "H", "H", "H"],
  "xyz": [[-0.698, 0.838, -0.514], [3.675, -4.887, 1.429], [3.729, -4.353, 0.309], [4.448, -4.578, -0.676], [2.693, -3.214, 0.097], [2.698, -2.434, -1.048], [1.758, -1.424, -1.196], [0.826, -1.158, -0.269], [0.844, -1.894, 0.853], [1.743, -2.922, 1.066], [-0.106, -1.480, 1.910], [-0.669, -2.381, 2.804], [-1.490, -1.887, 3.806], [-1.712, -0.523, 3.891], [-1.137, 0.301, 2.937], [-0.348, -0.164, 1.965], [1.766, -0.546, -2.389], [2.189, -1.024, -3.625], [2.187, -0.171, -4.712], [1.777, 1.142, -4.531], [1.352, 1.528, -3.275], [1.330, 0.710, -2.219], [3.461, -2.628, -1.789], [1.768, -3.493, 1.986], [-0.473, -3.439, 2.702], [-1.956, -2.565, 4.509], [-2.346, -0.094, 4.655], [-1.291, 1.372, 2.948], [2.493, -2.056, -3.725], [2.487, -0.525, -5.689], [1.744, 1.849, -5.347], [0.978, 2.533, -3.106], [-6.647, -1.944, 1.067], [-5.695, -0.983, 1.065], [-5.414, -0.744, 2.356], [-6.279, 0.117, 0.579], [-4.488, -1.408, 0.287], [-4.469, -2.632, -0.346], [-3.348, -3.033, -1.066], [-2.260, -2.184, -1.078], [-2.253, -1.016, -0.439], [-3.358, -0.561, 0.196], [-3.230, 1.054, 0.767], [-5.339, -3.272, -0.285], [-3.318, -3.976, -1.591], [-1.348, -2.441, -1.602], [-1.841, 4.282, -1.172], [-0.661, 3.162, 0.264], [-1.220, 3.286, 1.195], [0.223, 3.791, 0.389], [2.231, 1.482, 0.798], [2.757, 2.912, -0.092], [4.282, 2.639, -0.948], [2.892, 3.718, 0.620], [1.992, 3.153, -0.821], [2.414, 4.037, 6.385], [2.335, 2.779, 5.695], [2.628, 1.524, 6.365], [2.386, 0.484, 5.261], [1.601, 1.248, 4.308], [1.689, 2.583, 4.523], [1.111, 3.737, 3.473], [3.441, 4.229, 6.704], [1.767, 4.039, 7.268], [2.092, 4.820, 5.703], [1.963, 1.379, 7.224], [3.658, 1.513, 6.727], [1.833, -0.383, 5.624], [3.326, 0.138, 4.823], [1.410, 0.934, 3.369], [-1.481, -0.616, -3.618], [-1.430, 0.677, -2.993], [-1.538, 1.621, -4.061], [-1.593, 0.935, -5.229], [-1.641, 1.418, -6.520], [-1.650, 0.475, -7.549], [-1.613, -0.888, -7.283], [-1.566, -1.369, -5.975], [-1.555, -0.430, -4.965], [-1.672, 2.480, -6.720], [-1.688, 0.814, -8.576], [-1.621, -1.589, -8.109], [-1.532, -2.428, -5.751]],
  "forces_ev_per_a": [[0.206, 0.341, 0.306], [-0.018, 0.008, 0.107], [-0.103, -0.055, -0.016], [0.084, 0.051, -0.106], [-0.035, 0.072, 0.026], [-0.067, -0.041, -0.005], [-0.025, -0.066, 0.044], [0.383, -0.002, -0.018], [-0.100, -0.044, -0.073], [0.066, -0.092, -0.048], [0.020, 0.010, 0.096], [0.043, 0.053, -0.005], [-0.006, 0.002, -0.010], [-0.002, 0.061, -0.036], [0.068, -0.039, 0.038], [-0.261, 0.043, -0.022], [0.007, 0.063, -0.069], [0.047, 0.048, 0.047], [-0.033, 0.063, 0.014], [0.023, -0.009, 0.020], [0.068, 0.152, 0.093], [-0.049, -0.124, -0.096], [-0.007, 0.001, 0.006], [-0.018, 0.014, -0.004], [0.004, -0.001, 0.006], [0.004, -0.002, 0.005], [-0.006, -0.022, 0.009], [-0.001, -0.002, 0.023], [-0.004, -0.005, -0.007], [-0.001, -0.010, -0.002], [0.018, -0.018, -0.016], [-0.046, -0.024, -0.024], [-0.090, -0.161, -0.036], [0.000, 0.015, -0.013], [0.085, 0.026, 0.207], [-0.071, 0.147, -0.110], [0.100, -0.028, -0.029], [0.007, 0.010, -0.009], [0.056, 0.025, 0.002], [-0.038, -0.187, 0.228], [-0.212, -0.243, -0.152], [0.068, 0.109, 0.029], [-0.213, -0.016, -0.126], [0.011, -0.016, -0.011], [-0.009, -0.005, -0.001], [-0.006, -0.010, -0.022], [0.021, -0.020, -0.132], [0.261, 0.016, 0.180], [-0.051, 0.019, -0.031], [-0.012, 0.019, -0.014], [0.114, -0.163, 0.009], [-0.001, 0.132, 0.008], [0.022, -0.014, -0.012], [-0.010, -0.023, 0.025], [-0.021, -0.031, 0.016], [0.013, -0.008, 0.030], [0.039, -0.051, 0.039], [0.021, -0.018, 0.011], [0.018, -0.045, 0.012], [-0.007, 0.053, 0.088], [0.052, -0.018, -0.291], [-0.078, 0.141, 0.124], [-0.005, 0.005, 0.002], [-0.006, 0.010, -0.003], [0.005, 0.005, 0.001], [-0.028, 0.009, -0.032], [-0.018, -0.016, 0.025], [0.036, -0.005, -0.002], [-0.016, 0.026, -0.017], [-0.004, -0.042, 0.019], [0.085, -0.051, -0.001], [-0.364, -0.036, -0.294], [-0.030, 0.071, 0.143], [0.025, -0.174, -0.155], [-0.004, -0.005, 0.110], [-0.007, -0.009, -0.075], [-0.006, -0.002, -0.082], [0.004, 0.064, 0.140], [0.001, 0.080, -0.088], [0.002, 0.009, 0.013], [0.002, -0.004, 0.001], [0.002, -0.010, 0.011], [0.000, -0.005, -0.018]],
  "lowdin_charge": [1.138, -0.041, -0.696, -0.036, -0.070, 0.061, -0.206, 0.056, -0.216, 0.058, -0.235, -0.003, -0.046, -0.049, -0.193, 0.032, -0.213, 0.009, -0.032, -0.035, -0.142, 0.031, 0.121, 0.121, 0.118, 0.109, 0.110, 0.088, 0.119, 0.114, 0.116, 0.120, 0.110, -0.615, 0.122, 0.133, -0.125, -0.005, -0.048, -0.131, -0.085, -0.676, 0.643, 0.118, 0.100, 0.113, 0.579, -0.871, -0.098, -0.113, 0.591, -0.997, 0.522, 0.022, -0.001, -0.068, -0.175, -0.124, -0.130, 0.014, -0.850, 0.623, 0.087, 0.090, 0.042, 0.121, 0.120, 0.114, 0.121, 0.059, 0.064, -0.464, 0.055, -0.245, -0.003, -0.110, -0.111, -0.004, -0.234, 0.115, 0.092, 0.092, 0.114]
}